No. 1
9
Properties=species:S:1:pos:R:3:nbo_charge:R:1 method="wB97M-V/def2-TZVPD" de_lowest_kcal_mol=19.45 fmax_ev_per_a=4.3 e_tot_ha=-1060.28189 e_homo_ev=-2.31 lumo_ev=6.05 total_charge=-2
O 6.06306 0.02051 -0.90511 -1.164
O 5.95885 1.18674 1.24996 -1.170
O -3.23999 -0.63548 0.05761 -1.177
O -3.43011 1.69220 -0.86970 -1.055
O -3.17688 -2.99960 0.69689 -1.149
P -2.47119 -1.69043 0.78714 1.420
P 6.32212 -0.11065 0.53105 1.334
H -3.46156 0.67772 -0.45580 0.522
H -2.56429 1.85900 -1.09204 0.439

=====

No. 2
43
Properties=species:S:1:pos:R:3:nbo_charge:R:1 method="wB97M-V/def2-TZVPD" fmax_ev_per_a=3.6 e_tot_ha=-2395.30369 e_homo_ev=-10.07 lumo_ev=-1.57
O 0.17507 2.96340 -0.36695 -0.897
S 0.93487 3.70101 -1.30585 2.499
O 0.85090 5.06259 -0.94389 -0.885
O 2.47340 3.09551 -1.39916 -0.632
C 2.69255 2.94627 -2.79053 0.509
F 2.99814 4.10819 -3.40042 -0.303
C 3.91349 2.03859 -2.96240 -0.127
O 3.68635 1.01850 -3.91914 -0.296
O 4.71821 0.09198 -3.73760 -0.423
C 1.32440 2.46077 -3.34082 0.586
O 1.18728 2.57883 -4.68986 -0.654
N 0.70668 1.28778 -2.69796 -0.514
C 0.89447 0.23513 -3.23035 0.254
S 1.33820 -1.15456 -3.76241 0.107
O 0.46523 3.55326 -2.86186 -0.619
H 4.77049 2.64126 -3.28865 0.215
H 4.20683 1.62450 -1.99088 0.213
H 4.35046 -0.62307 -3.19032 0.467
H 1.72950 1.90612 -5.13641 0.503
C -3.25709 -0.54279 2.14037 -0.244
C -4.13198 0.14689 2.86639 -0.211
C -4.33023 1.60199 2.65385 0.472
O -5.12652 2.23135 3.31667 -0.487
C -3.51649 2.25660 1.60035 -0.218
C -2.64088 1.56628 0.87429 -0.241
C -2.44439 0.11299 1.08790 0.493
O -1.64604 -0.52009 0.42434 -0.518
H -3.09877 -1.60239 2.28177 0.235
H -4.73406 -0.31457 3.63868 0.234
H -3.67503 3.31816 1.45955 0.233
H -2.03686 2.02663 0.10257 0.251
C -0.09451 -5.56339 2.95061 -0.225
C -0.96943 -4.87415 3.67785 -0.235
C -1.16771 -3.41972 3.46567 0.490
O -1.96519 -2.78933 4.12981 -0.504
C -0.35587 -2.76382 2.41261 -0.237
C 0.51845 -3.45322 1.68555 -0.217
C 0.71786 -4.90686 1.89619 0.475
O 1.51335 -5.53673 1.23275 -0.488
H 0.06551 -6.62494 3.09021 0.233
H -1.57151 -5.33544 4.45042 0.233
H -0.51430 -1.70411 2.27102 0.243
H 1.11928 -2.99083 0.91303 0.232

=====

No. 3
84
Properties=species:S:1:pos:R:3:lowdin_spin:R:1 method="wB97M-V/def2-TZVPD" de_lowest_kcal_mol=0.00 fmax_ev_per_a=0.9 e_tot_ha=-2956.20220 multiplicity=3 e_homo_ev="-14.47 / -14.47" lumo_ev="-9.56 / -9.66" total_charge=+3
W -0.16110 -0.30511 0.89307 1.689
O -2.05924 -1.20978 1.53249 0.031
S -2.05467 -2.37253 0.56486 0.012
O -2.20681 -3.66030 1.12974 0.000
N -0.54079 -2.04120 -0.00484 -0.006
C 0.45287 -3.04253 -0.20733 0.007
C 0.30251 -4.27660 -0.76822 -0.004
C 1.43508 -5.11089 -0.91124 -0.002
C 2.66765 -4.70067 -0.49330 -0.005
C 2.82300 -3.43920 0.13794 0.000
C 4.03407 -2.95652 0.66437 0.018
C 4.05659 -1.74449 1.31655 0.001
C 2.88531 -1.01135 1.44302 0.012
N 1.71196 -1.41756 0.95430 0.007
C 1.69033 -2.62913 0.29159 0.012
C -3.19953 -2.06215 -0.71273 0.003
C -4.50738 -2.47156 -0.46456 0.000
C -5.46041 -2.24189 -1.43911 0.000
C -5.10304 -1.63387 -2.63746 0.000
C -3.78754 -1.24995 -2.87776 0.000
C -2.81597 -1.46114 -1.91382 0.002
H -0.66707 -4.61240 -1.11641 0.000
H 1.31260 -6.08543 -1.36317 0.000
H 3.53559 -5.33635 -0.62465 0.000
H 4.93797 -3.54672 0.56187 0.001
H 4.97121 -1.35104 1.73670 0.000
H 2.89817 -0.06363 1.95963 0.001
H -4.77096 -2.96675 0.46342 0.000
H -6.48243 -2.55554 -1.27035 0.000
H -5.85430 -1.47814 -3.40198 0.000
H -3.51569 -0.80785 -3.82857 0.000
H -1.78570 -1.21525 -2.11418 0.001
C 1.76686 4.37163 -0.72991 0.001
N 1.43769 3.95214 0.64309 0.009
C 1.29611 4.80400 1.72698 0.002
C 0.99013 4.05564 2.78967 0.006
N 0.95159 2.71792 2.35570 0.008
C 1.21758 2.69282 1.01805 0.012
S 1.30226 1.39665 -0.10057 0.041
C 0.76792 1.63598 3.26090 0.017
C 1.04303 1.84564 4.60049 0.000
C 0.77814 0.85015 5.52420 0.022
C 0.25053 -0.35546 5.08454 0.001
C 0.05125 -0.51325 3.74050 0.034
N 0.30475 0.45743 2.81780 0.021
H 2.00775 5.42918 -0.71520 0.000
H 0.91561 4.19900 -1.38535 0.000
H 2.62444 3.81253 -1.09495 0.000
H 1.42272 5.87200 1.64544 0.000
H 0.76586 4.35869 3.79596 0.000
H 1.48577 2.77477 4.92699 0.000
H 0.98964 1.01500 6.57396 0.001
H 0.01680 -1.16315 5.76499 0.000
H -0.32802 -1.44581 3.35511 0.006
C -2.59411 8.87314 0.51967 0.000
C -3.41184 7.66693 0.90773 0.000
C -2.93972 6.71747 1.80029 0.000
C -3.71278 5.63073 2.20250 0.000
C -4.99322 5.47122 1.69603 0.000
N -5.87519 4.40472 2.05297 0.000
C -5.65804 3.23416 2.71272 0.000
O -6.48511 2.67304 3.38351 0.000
N -4.34696 2.66670 2.63800 0.001
C -3.59923 2.38594 1.51610 0.002
C -3.91338 2.79738 0.20946 0.003
C -3.06820 2.46512 -0.83076 0.001
C -1.93328 1.72237 -0.59446 0.012
N -1.63948 1.28494 0.64128 0.013
C -2.45315 1.61555 1.66692 0.003
C -5.48250 6.41462 0.80051 0.000
C -4.70307 7.49251 0.41742 0.000
H -1.53458 8.73031 0.73146 0.000
H -2.92463 9.75274 1.07539 0.000
H -2.70897 9.10708 -0.53887 0.000
H -1.95080 6.84463 2.23162 0.000
H -3.32940 4.94916 2.95105 0.000
H -6.85647 4.64097 2.04767 0.000
H -4.21141 2.05189 3.42587 0.000
H -4.82057 3.34624 0.01428 0.000
H -3.29608 2.78064 -1.84016 0.000
H -1.24350 1.47357 -1.38540 0.002
H -2.20274 1.22161 2.64247 0.001
H -6.48937 6.30957 0.40710 0.000
H -5.11336 8.22301 -0.27234 0.000

=====

No. 4
52
Properties=species:S:1:pos:R:3:nbo_charge:R:1 method="wB97M-V/def2-TZVPD" de_lowest_kcal_mol=51.37 fmax_ev_per_a=0.8 e_tot_ha=-1602.44349 e_homo_ev=-8.91 smiles="COc1ccc(S(=O)(=O)N[C@H](C(=O)NCCc2ccccn2)C(C)C)cc1" lumo_ev=0.52
C 2.33748 4.18662 2.47916 -0.254
H 2.08635 4.87405 3.28529 0.203
O 1.18436 4.11198 1.67197 -0.491
C 1.20402 3.31158 0.57702 0.319
C 2.28987 2.53368 0.17935 -0.259
C 2.18415 1.73218 -0.94342 -0.156
C 1.01008 1.70871 -1.66512 -0.379
C -0.06879 2.48968 -1.29414 -0.173
C 0.02737 3.29420 -0.17917 -0.263
H -0.79237 3.91995 0.13623 0.226
H -0.96335 2.46034 -1.89581 0.243
S 0.85455 0.57289 -3.03587 2.323
O 2.10491 0.48520 -3.72730 -0.932
O -0.33195 0.90262 -3.77209 -0.950
N 0.58773 -0.92177 -2.34097 -0.840
H 1.38230 -1.19922 -1.77945 0.413
C -0.65384 -1.03235 -1.60659 -0.161
C -0.44947 -0.48045 -0.19363 0.692
O 0.63083 -0.53851 0.36564 -0.657
N -1.52112 0.13485 0.33941 -0.619
H -2.40928 0.07087 -0.13112 0.402
C -1.49883 0.74112 1.64905 -0.217
H -0.44644 0.87088 1.91124 0.231
H -1.97808 1.72238 1.59231 0.203
C -2.20313 -0.12688 2.70145 -0.442
C -1.49221 -1.44050 2.86078 0.219
N -2.07161 -2.49687 2.30798 -0.451
C -1.47283 -3.67291 2.40303 0.041
C -0.26143 -3.86106 3.04585 -0.266
C 0.35160 -2.75577 3.61706 -0.156
C -0.27398 -1.52591 3.52802 -0.241
H 0.17035 -0.64382 3.96279 0.216
H 1.30135 -2.85351 4.12254 0.218
H 0.19155 -4.83881 3.09268 0.222
H -1.99486 -4.49670 1.93372 0.195
H -2.21105 0.41236 3.64982 0.219
H -3.23115 -0.31959 2.39126 0.223
H -1.36913 -0.40636 -2.14974 0.237
C -1.15826 -2.49299 -1.62329 -0.203
C -0.19094 -3.42565 -0.90022 -0.618
H -0.03792 -3.10124 0.12610 0.216
H 0.77047 -3.44338 -1.40586 0.212
H -0.59093 -4.43689 -0.88691 0.211
C -2.56196 -2.59818 -1.03188 -0.631
H -2.55167 -2.40139 0.03829 0.234
H -3.24128 -1.90376 -1.52266 0.199
H -2.94636 -3.60415 -1.18327 0.216
H -1.19563 -2.78161 -2.67894 0.215
H 3.01130 1.12218 -1.26950 0.237
H 3.21176 2.53710 0.73772 0.217
H 3.19260 4.58026 1.92178 0.180
H 2.59476 3.21055 2.90149 0.178

=====

No. 5
18
Properties=species:S:1:pos:R:3:nbo_charge:R:1 method="wB97M-V/def2-TZVPD" de_lowest_kcal_mol=52.09 fmax_ev_per_a=5.1 e_tot_ha=-385.01939 e_homo_ev=-8.88 smiles="CC(C)=O.CC=C=O" lumo_ev=0.84
C 2.01371 0.11758 0.71892 0.698
C 2.15782 1.33914 0.99465 -0.543
C -1.41334 -0.92796 0.33251 0.612
C 1.79257 2.39557 -0.12290 -0.585
C -1.17982 -0.23529 -1.10305 -0.740
C -2.00975 -2.28388 0.23090 -0.749
O 1.96409 -1.04267 0.48559 -0.494
O -1.14109 -0.26697 1.26795 -0.524
H 2.37086 1.45067 2.11495 0.278
H 2.49217 2.21596 -0.92593 0.213
H 1.87074 3.39817 0.20569 0.224
H 0.82272 2.23076 -0.53052 0.211
H -2.12721 -0.32697 -1.71832 0.222
H -0.24065 -0.71071 -1.46131 0.230
H -0.86485 0.81899 -1.07931 0.217
H -3.16206 -2.42236 0.16876 0.255
H -1.71564 -2.87708 1.08402 0.240
H -1.63027 -2.87298 -0.66259 0.235

=====

No. 6
14
Properties=species:S:1:pos:R:3:nbo_charge:R:1 method="wB97M-V/def2-TZVPD" de_lowest_kcal_mol=58.64 fmax_ev_per_a=0.7 e_tot_ha=-266.62855 e_homo_ev=-9.26 smiles="C=CN=C.C=N" lumo_ev=0.72
C 1.82998 2.16274 0.16042 -0.065
N 2.19524 2.48527 1.32567 -0.583
H 1.14407 2.81954 -0.36745 0.164
H 2.20966 1.26564 -0.33540 0.152
H 2.94894 1.88221 1.65365 0.331
C -1.56590 -1.83747 -0.76203 -0.039
C -1.33254 -2.32663 0.45055 -0.442
C -0.69548 0.28420 -0.64645 -0.035
N -0.88427 -0.75933 -1.32864 -0.409
H -2.25185 -2.33643 -1.43892 0.200
H -0.57671 -1.90425 1.10066 0.196
H -1.87032 -3.18175 0.83230 0.208
H 0.03583 1.01512 -0.96600 0.168
H -1.18668 0.43115 0.32164 0.154